Here is a 6-piece molecular cluster, C33H31N2O11P overall in a non-equilibrium geometry from OMol25. Energies are from ωB97M-V/def2-TZVPD.

Geometry as ORCA input:
```
! wB97M-V def2-TZVPD RIJCOSX def2/J DEFGRID3
* xyz 0 1
P -3.767 -0.151 2.317
O 1.023 -3.998 1.019
O 4.586 6.625 1.680
O 1.730 -8.362 3.973
O -0.952 0.110 -5.078
O -3.371 6.935 4.100
O -4.076 2.425 1.373
O -0.052 -4.841 -8.659
O 1.779 -3.585 -3.829
O 1.341 4.585 -2.005
O 0.879 1.366 -0.247
O 1.431 -0.134 3.333
N -4.264 -1.464 3.181
N -2.239 0.402 3.055
C 0.008 2.119 -2.303
C 4.073 4.813 0.263
C 1.508 -6.017 3.909
C -4.593 4.712 1.604
C 0.276 0.551 2.733
C 3.840 6.156 0.832
C -3.533 5.897 3.473
C 1.357 -3.875 -4.940
C 0.378 -0.327 -1.807
C 0.449 -3.148 -7.099
C -1.052 -0.466 2.700
C 1.421 -7.440 1.827
C -0.530 0.400 -3.966
C 1.332 -4.921 3.166
C -3.031 3.514 3.182
C 2.041 -1.076 2.360
C 1.244 -6.343 1.084
C 0.370 -4.552 -7.548
C -0.451 1.804 -3.518
C -3.914 3.463 2.000
C -0.081 -0.642 -3.022
C -4.416 5.845 2.290
C -2.854 4.647 3.869
C 1.854 6.397 -0.588
C 0.819 -5.594 -6.604
C 2.087 5.054 -1.156
C 2.671 6.909 0.338
C 1.278 -5.279 -5.388
C 3.257 4.301 -0.662
C 0.457 1.077 -1.358
C 1.567 -7.358 3.294
C 1.186 -5.003 1.699
C 0.908 -2.833 -5.884
H -2.211 4.701 4.739
H -4.907 6.770 2.014
H 0.755 -6.618 -6.949
H 3.413 3.317 -1.089
H -5.236 4.658 0.734
H 0.972 -1.808 -5.539
H 0.711 -1.080 -1.102
H -2.540 2.589 3.459
H 0.015 1.498 3.403
H 0.992 6.937 -0.960
H 1.616 -5.974 4.986
H 0.116 -2.395 -7.804
H 4.936 4.273 0.636
H -3.629 -0.564 0.937
H -2.316 0.563 4.083
H 1.137 -6.387 0.007
H -0.784 2.556 -4.222
H -4.348 -2.267 2.504
H 1.824 -0.777 1.230
H -0.145 -1.667 -3.367
H -4.724 0.949 2.415
H 3.228 -1.044 2.471
H -0.845 -1.343 3.474
H -1.102 -0.969 1.644
H 1.465 -8.431 1.392
H 2.514 7.893 0.764
H 0.072 3.143 -1.958
H 0.455 0.920 1.620
H 1.611 -6.031 -4.684
H 1.288 -3.930 3.601
H 1.688 -2.179 2.569
*
```

Its HOMO energy is -7.849 eV. Its maximum force is 4.558 eV/A. The total energy comes out at -2554.27415 hartree. The value obtained for the molecular weight is 662.6 u. The calculation puts the lowest unoccupied orbital energy at -1.927 eV.

Löwdin population analysis, charges in e, atoms 1 to 2: 0.712 0.084

=====

Here is a 2-piece molecular cluster, C33H31N2O3 overall in a non-equilibrium geometry from OMol25. Energies are from ωB97M-V/def2-TZVPD.

Geometry as ORCA input:
```
! wB97M-V def2-TZVPD RIJCOSX def2/J DEFGRID3
* xyz 1 1
O -3.343 0.972 0.806
O -2.237 4.117 3.981
O 5.482 -0.485 -0.888
N -0.661 0.472 1.658
N -2.568 2.785 2.078
C 6.904 -3.499 -2.476
C -6.970 2.053 3.230
C 1.362 -0.098 -1.673
C 0.364 -0.477 1.944
C -2.965 3.440 3.269
C -4.548 -3.377 -2.103
C -1.149 -1.970 -1.156
C -4.397 3.071 3.428
C -4.729 2.155 2.439
C -3.329 -1.293 -2.786
C 1.649 0.376 2.053
C 4.127 -0.411 -1.188
C 7.922 -1.507 -3.414
C 7.246 -0.719 -2.483
C -1.194 2.871 1.544
C -3.361 -2.473 -2.027
C 2.251 1.023 -1.646
C -1.088 -0.774 -1.933
C -0.012 0.149 -1.916
C 7.734 -2.893 -3.425
C -6.000 1.613 2.319
C 3.596 0.875 -1.390
C -0.323 1.764 2.117
C -2.273 -2.783 -1.200
C -6.638 2.973 4.245
C 6.331 -1.330 -1.620
C -5.335 3.483 4.365
C 6.222 -2.718 -1.539
C 1.946 -1.386 -1.511
C -2.235 -0.452 -2.724
C -3.522 1.868 1.633
C 1.202 1.841 1.885
C 3.305 -1.541 -1.272
H 0.195 -0.995 2.910
H 0.425 -1.252 1.164
H 1.331 -2.277 -1.621
H -4.176 -1.054 -3.431
H -5.415 -2.958 -1.575
H 4.273 1.726 -1.380
H -1.631 0.186 1.606
H 1.846 2.018 -1.841
H -0.462 1.798 3.222
H 5.587 -3.170 -0.778
H -7.415 3.288 4.947
H -4.314 -4.349 -1.657
H 8.599 -1.025 -4.121
H -2.215 0.476 -3.298
H -6.199 0.888 1.531
H 3.733 -2.536 -1.169
H 1.412 2.192 0.864
H 2.369 0.081 1.287
H -1.258 2.796 0.448
H -7.995 1.683 3.160
H -4.852 -3.530 -3.145
H -0.817 3.849 1.856
H 8.239 -3.500 -4.177
H 2.104 0.219 3.034
H -0.264 1.169 -2.214
H -2.314 -3.690 -0.591
H -5.042 4.182 5.147
H 6.782 -4.584 -2.452
H -0.320 -2.228 -0.498
H 7.357 0.364 -2.451
H 1.671 2.523 2.598
*
```

Its HOMO energy is -10.533 eV. Its maximum force is 1.994 eV/A. The total energy comes out at -1611.11125 hartree. The value obtained for the molecular weight is 503.6 u. The calculation puts the lowest unoccupied orbital energy at -5.231 eV.

natural (NBO) population analysis, charges in e, atoms 1 to 2: -0.602 -0.532

=====

Here is C33H32As2ClO11PtS as an isolated structure in a non-equilibrium geometry from OMol25. Energies are from ωB97M-V/def2-TZVPD.

Geometry as ORCA input:
```
! wB97M-V def2-TZVPD RIJCOSX def2/J DEFGRID3
* xyz 3 1
Pt -1.588 -0.923 -3.227
As 3.304 -0.667 3.947
As 0.919 -1.940 1.187
Cl -7.607 -4.689 -4.316
S -1.281 2.252 -2.954
O -1.788 -1.039 3.465
O -3.344 -0.160 -3.128
O -1.183 0.593 2.112
O 2.248 -3.316 4.865
O -0.126 0.816 5.225
O -0.680 0.893 -3.395
O 4.049 0.053 2.432
O 2.244 -4.505 2.942
O 2.100 1.185 5.351
O 3.976 -0.357 0.236
O -2.158 -2.762 -3.294
C 4.886 0.787 -0.053
C -6.029 -4.055 -3.991
C 1.759 -5.708 3.626
C -1.961 4.395 -4.428
C -0.470 3.612 -6.653
C 1.978 4.164 -0.451
C 1.366 -0.350 3.797
C -0.899 -0.335 2.808
C 1.110 0.643 4.889
C 0.781 -0.544 -0.155
C -4.923 -4.937 -3.942
C 0.724 3.922 0.091
C 4.260 -0.916 5.597
C 2.457 -3.459 3.682
C -1.397 -2.075 4.390
C -0.403 1.807 6.274
C -0.487 2.799 -5.530
C 0.549 -0.793 2.838
C -5.829 -2.752 -3.781
C 3.635 -0.662 1.392
C -1.231 3.214 -4.434
C -4.388 -0.881 -3.316
C -3.656 -4.484 -3.697
C -3.401 -3.127 -3.502
C 0.027 2.992 -1.997
C -1.923 5.198 -5.557
C 3.072 -2.303 2.951
C -0.266 3.329 -0.688
C 2.257 3.816 -1.773
C 2.810 -1.829 1.693
C 1.277 3.233 -2.558
C -1.180 4.806 -6.663
C -4.501 -2.241 -3.534
H -2.812 -5.161 -3.663
H -1.161 5.432 -7.545
H 0.736 -5.548 3.954
H 4.250 0.018 6.148
H -1.472 1.754 6.433
H 2.736 4.659 0.146
H -2.328 -2.501 4.745
H -0.812 -2.844 3.887
H 1.394 0.329 0.064
H 0.048 1.859 -5.512
H 0.498 4.211 1.110
H -2.484 6.123 -5.577
H -6.670 -2.069 -3.801
H -0.264 -0.240 -0.179
H 3.674 -1.713 6.059
H 1.070 -0.972 -1.115
H -0.104 2.790 5.922
H 3.226 4.039 -2.204
H 0.096 3.310 -7.524
H 0.146 1.540 7.171
H -1.247 3.141 -0.275
H 1.469 2.994 -3.598
H 4.808 0.919 -1.124
H -5.305 -0.294 -3.290
H -5.099 -5.993 -4.108
H -2.550 4.685 -3.564
H 5.269 -1.234 5.340
H -0.843 -1.653 5.225
H 1.816 -6.497 2.887
H 2.396 -5.920 4.479
H 4.541 1.655 0.496
H 5.887 0.485 0.240
*
```

Its HOMO energy is -14.436 eV. Its maximum force is 1.896 eV/A. The total energy comes out at -7552.44864 hartree. The value obtained for the molecular weight is 1017.0 u. The calculation puts the lowest unoccupied orbital energy at -10.074 eV.

Löwdin population analysis, charges in e, atoms 1 to 2: 1.181 1.521

=====

Here is C33H32AsN7O6S2Tl as an isolated structure from OMol25. Energies are from ωB97M-V/def2-TZVPD.

Geometry as ORCA input:
```
! wB97M-V def2-TZVPD RIJCOSX def2/J DEFGRID3
* xyz -1 1
Tl 0.923 -0.579 0.375
As 0.113 -0.776 -3.149
S 1.270 -4.506 1.487
S 0.492 2.565 -2.185
O 0.870 1.324 -1.504
O 1.716 -0.786 -3.477
O -0.056 3.567 -1.275
O -0.525 -1.947 -4.384
O 1.488 3.082 -3.097
O -0.462 -1.346 -1.697
N 0.683 -0.681 3.367
N 3.369 1.829 1.241
N -1.271 -2.709 0.841
N -0.257 -4.057 -0.770
N 1.848 -4.411 -1.156
N -1.436 0.950 0.684
N 0.752 1.898 2.373
C 0.953 -4.273 -0.143
C -1.593 1.994 1.493
C -2.620 2.915 1.327
C -3.786 -3.238 -0.179
C 1.285 3.060 1.667
C -1.021 0.746 -3.670
C 2.862 3.691 -0.162
C -2.669 -3.837 -0.729
C -2.906 2.716 -4.326
C 4.815 2.391 -0.581
C 2.573 2.839 0.901
C 1.398 0.021 5.530
C -2.291 0.797 -0.327
C -3.341 1.669 -0.569
C -2.355 -2.148 1.370
C -3.635 -2.374 0.897
C -1.821 3.025 -3.524
C 3.284 -4.424 -0.985
C -1.428 -3.527 -0.180
C 0.478 -1.902 3.858
C 1.155 0.262 4.179
C 4.466 1.619 0.510
C 1.216 -4.298 -2.384
C 0.714 -2.238 5.182
C 1.489 1.609 3.584
C -2.117 0.450 -4.483
C -3.507 2.752 0.278
C 3.988 3.453 -0.922
C -0.655 2.113 2.673
C -3.053 1.422 -4.806
C -0.081 -4.077 -2.153
C 1.177 -1.248 6.036
C -0.888 2.049 -3.196
H 3.725 -5.172 -1.643
H -2.173 -1.462 2.191
H 1.763 -4.313 -3.309
H 0.291 -2.182 -4.846
H -0.866 -3.816 -2.836
H -3.635 3.479 -4.573
H -0.798 3.109 3.129
H -2.752 -4.530 -1.554
H -4.767 -3.447 -0.588
H -4.483 -1.872 1.343
H 2.161 4.466 -0.438
H 1.761 0.821 6.164
H 0.539 3.382 0.937
H 1.433 3.906 2.366
H 0.538 -3.248 5.527
H 0.124 -2.642 3.146
H 1.338 2.392 4.351
H -2.697 3.762 1.997
H -3.899 1.166 -5.434
H -1.682 4.019 -3.121
H 5.695 2.152 -1.162
H 2.549 1.599 3.328
H -2.226 -0.557 -4.860
H 1.366 -1.461 7.081
H 5.075 0.771 0.807
H 3.498 -4.672 0.051
H -3.986 1.509 -1.423
H -0.973 1.378 3.417
H -4.301 3.470 0.113
H 3.689 -3.439 -1.225
H -2.097 -0.050 -0.977
H 4.189 4.056 -1.798
*
```

Its HOMO energy is -4.911 eV. Its maximum force is 0.265 eV/A. The total energy comes out at -5316.25846 hartree. The value obtained for the molecular weight is 966.1 u. The calculation puts the lowest unoccupied orbital energy at 2.427 eV.

Löwdin population analysis, charges in e, atoms 1 to 2: 0.859 0.858

=====

Here is C33H32BrCdN4O2SSi as an isolated structure from OMol25. Energies are from ωB97M-V/def2-TZVPD.

Geometry as ORCA input:
```
! wB97M-V def2-TZVPD RIJCOSX def2/J DEFGRID3
* xyz -1 1
Cd 0.658 0.310 0.093
Br -0.678 -1.170 2.479
S 1.869 1.340 -1.987
Si -3.422 -2.133 -1.876
O 3.110 -2.939 -1.125
O 1.296 -1.700 -0.671
N 2.158 -0.827 -3.590
N 0.085 -0.231 -3.354
N 2.783 -0.326 1.182
N -1.412 0.026 -1.458
C 2.939 1.489 2.737
C 4.393 -2.094 1.199
C -1.484 1.592 5.431
C -0.956 4.173 2.831
C -0.723 1.738 2.684
C -4.874 -1.624 -0.800
C 5.041 -1.540 2.257
C -1.783 -1.407 -1.269
C 3.433 0.265 2.229
C 4.570 -0.324 2.812
C 1.350 0.063 -2.978
C 3.587 -0.917 -3.376
C 0.117 -1.299 -4.232
C -1.389 2.803 4.817
C -1.120 0.352 -2.844
C 3.234 -1.448 0.692
C 1.405 -1.664 -4.390
C -3.203 -3.995 -1.663
C -2.484 0.908 -0.989
C -0.270 3.117 0.784
C -0.885 0.498 3.377
C -0.302 1.850 1.321
C 3.558 2.086 3.798
C -3.289 1.613 -1.809
C -3.108 1.684 -3.222
C 4.696 1.496 4.393
C -1.240 0.417 4.693
C -3.842 -1.793 -3.667
C -1.931 1.077 -3.666
C 5.192 0.319 3.909
C -0.611 4.274 1.517
C -1.022 2.901 3.451
C 2.480 -2.096 -0.482
H -4.080 -4.535 -2.028
H -1.194 5.051 3.421
H -1.595 1.207 -4.692
H -4.673 -1.834 0.254
H -1.762 1.518 6.475
H -1.598 3.717 5.361
H -1.348 -0.552 5.161
H -5.064 -0.555 -0.900
H -3.061 -4.259 -0.612
H 2.063 1.925 2.273
H -5.776 -2.173 -1.086
H -0.795 -1.700 -4.633
H 0.024 3.241 -0.254
H 6.066 -0.142 4.355
H 4.070 0.024 -3.635
H 3.784 -1.149 -2.330
H -2.330 -4.359 -2.210
H 1.853 -2.454 -4.965
H 5.172 1.982 5.234
H -4.065 2.205 -1.331
H -0.959 -2.014 -1.661
H -0.578 5.245 1.034
H 3.971 -1.718 -4.003
H 3.172 3.018 4.190
H -3.976 -0.720 -3.826
H -4.763 -2.314 -3.942
H -1.751 -1.599 -0.188
H -3.718 2.307 -3.858
H -2.596 0.934 0.087
H 5.919 -2.011 2.686
H 4.707 -3.009 0.719
H -3.050 -2.139 -4.335
*
```

Its HOMO energy is -2.162 eV. Its maximum force is 0.686 eV/A. The total energy comes out at -5075.76471 hartree. The value obtained for the molecular weight is 769.1 u. The calculation puts the lowest unoccupied orbital energy at 2.237 eV.

natural (NBO) population analysis, charges in e, atoms 1 to 2: 1.593 0.051

=====

Here is C33H32BrGaN4O4PS as an isolated structure in a non-equilibrium geometry from OMol25. Energies are from ωB97M-V/def2-TZVPD.

Geometry as ORCA input:
```
! wB97M-V def2-TZVPD RIJCOSX def2/J DEFGRID3
* xyz 1 1
Br 0.551 2.484 -2.137
Ga 0.750 -0.482 -0.934
S 0.674 -2.649 1.154
P 3.087 -0.312 0.330
O 4.689 -3.195 -0.797
O 3.002 -1.661 -0.646
O -0.621 -1.630 -1.577
O -1.681 -2.327 -3.856
N -2.187 -0.310 -0.466
N -1.343 0.668 -0.671
N -0.864 -4.787 0.829
N 0.527 -4.469 -0.825
C -5.304 -2.864 -1.930
C 0.629 0.699 4.063
C 1.353 -0.480 4.038
C 4.194 2.179 0.159
C -2.841 -2.473 -3.189
C -0.218 -5.644 -1.243
C 3.652 1.161 -1.973
C 3.685 1.117 -0.585
C 4.650 -1.267 0.782
C -2.683 5.937 3.036
C -4.222 -2.382 -1.221
C -0.704 2.953 -0.739
C 0.711 1.595 3.005
C -2.987 -2.173 -1.830
C -3.941 -2.964 -3.896
C 4.231 -2.232 -0.295
C -1.892 3.985 1.885
C -1.556 6.162 0.928
C -1.613 1.899 -0.409
C -2.195 6.733 2.010
C -1.396 4.774 0.843
C 1.464 1.278 1.890
C 2.178 0.081 1.862
C 2.151 -0.785 2.946
C 4.608 3.360 -1.888
C -0.671 4.219 -0.282
C 4.128 2.286 -2.622
C -1.103 -5.942 -0.016
C -5.158 -3.153 -3.280
C 0.105 -3.994 0.349
C 4.645 3.308 -0.502
C -2.531 4.562 2.966
C -1.847 -1.658 -0.967
H -0.816 -5.429 -2.134
H -0.804 -6.865 0.492
H 4.694 -1.735 1.766
H 4.237 2.113 1.239
H 3.252 0.327 -2.544
H -0.020 4.917 -0.789
H -3.157 6.388 3.894
H 4.107 2.328 -3.699
H -3.812 -3.178 -4.944
H 0.466 -6.466 -1.471
H 5.607 -0.779 0.590
H -2.583 2.195 -0.011
H 2.700 -1.714 2.927
H 0.179 2.535 3.037
H -1.226 -4.708 1.763
H -1.180 6.792 0.136
H 1.505 1.959 1.044
H -2.307 7.805 2.056
H 5.022 4.148 0.061
H -3.163 -0.117 -0.251
H -4.320 -2.177 -0.162
H 1.293 -1.171 4.863
H -2.906 3.934 3.760
H 0.002 0.931 4.908
H 1.130 -3.964 -1.455
H -1.013 -2.005 -3.213
H -6.255 -3.009 -1.443
H -2.163 -6.008 -0.272
H -5.995 -3.518 -3.855
H 4.953 4.246 -2.397
H -1.808 -2.296 -0.057
H -1.728 2.918 1.864
*
```

Its HOMO energy is -10.248 eV. Its maximum force is 1.449 eV/A. The total energy comes out at -7034.83413 hartree. The value obtained for the molecular weight is 761.3 u. The calculation puts the lowest unoccupied orbital energy at -2.996 eV.

Löwdin population analysis, charges in e, atoms 1 to 2: 0.834 0.712